[1]
A 2-piece molecular cluster, C2H3OP overall. Source: the OMol25 dataset; level of theory: wB97M-V/def2-TZVPD.

Output
Charge = 0
E = -13455.3959 eV
HOMO (spin up / spin down) = -8.44 / -8.44 eV
Energy above the lowest of the compared OMol25 structures with the same formula, charge and spin = 2.3629 eV
Kohn-Sham gap (spin up / spin down) = 7.15 / 7.15 eV

Each line ends with the Löwdin charge.
Cartesian coordinates (Å):
C  0.063  1.009  0.542  -0.174
C  -0.501  0.195  -0.314  -0.235
O  1.346  -2.389  -0.513  -0.570
P  -0.098  -2.372  -0.520  0.895
H  -0.435  1.983  0.604  0.042
H  0.897  0.868  1.176  0.020
H  -1.272  0.706  -0.976  0.021

---

[2]
An isolated molecule of C2H3OPS2. Source: the OMol25 dataset; level of theory: wB97M-V/def2-TZVPD.

Output
Charge = 0
E = -35128.6276 eV
HOMO = -8.78 eV
SMILES string = C[P@@]1(=O)SC1=S
Energy above the lowest of the compared OMol25 structures with the same formula, charge and spin = 0.1925 eV
Kohn-Sham gap = 7.93 eV

Each line ends with the Löwdin charge.
Cartesian coordinates (Å):
C  0.105  0.034  0.143  -0.210
P  1.822  0.469  0.593  0.480
O  2.057  1.300  1.803  -0.378
S  2.926  -1.374  0.598  0.732
C  3.119  -0.166  -0.531  -1.453
S  4.169  0.379  -1.598  0.641
H  -0.477  0.860  -0.334  0.065
H  0.313  -0.850  -0.525  0.048
H  -0.345  -0.436  1.071  0.074

---

[3]
C2H3OPd as an isolated structure. Source: the OMol25 dataset; level of theory: wB97M-V/def2-TZVPD.

Output
Charge = 0
E = -7641.9861 eV
HOMO (spin up / spin down) = -8.72 / -9.60 eV
Spin multiplicity = 4
Energy above the lowest of the compared OMol25 structures with the same formula, charge and spin = 0.0000 eV
Kohn-Sham gap (spin up / spin down) = 9.65 / 7.54 eV

Each line ends with the Mulliken spin population.
Cartesian coordinates (Å):
C  -0.626  -0.353  -0.026  -0.251
C  0.579  -0.567  0.557  0.129
O  0.072  2.345  -1.463  1.218
Pd  -0.771  0.975  -1.079  1.835
H  -1.460  -0.830  0.517  0.030
H  0.690  -1.139  1.491  0.019
H  1.517  -0.431  0.003  0.020

---

[4]
A 3-piece molecular cluster, C2H4 overall. Source: the OMol25 dataset; level of theory: wB97M-V/def2-TZVPD.

Output
Charge = 0
E = -2132.5401 eV
HOMO = -10.97 eV
Energy above the lowest of the compared OMol25 structures with the same formula, charge and spin = 5.3605 eV
Kohn-Sham gap = 9.81 eV

Each line ends with the Löwdin charge.
Cartesian coordinates (Å):
C  -1.566  -0.661  -0.227  -0.225
C  -2.637  -0.194  -0.758  0.011
H  -0.930  -0.375  0.604  0.010
H  -0.826  -1.813  -0.690  0.204
H  3.334  1.616  0.610  0.004
H  2.625  1.428  0.461  -0.003

---

[5]
A 19-piece molecular cluster, C2H41O19 overall. Source: the OMol25 dataset; level of theory: wB97M-V/def2-TZVPD.

Output
Charge = -1
E = -41645.1015 eV
HOMO = -6.02 eV
Energy above the lowest of the compared OMol25 structures with the same formula, charge and spin = 0.3742 eV
Kohn-Sham gap = 8.10 eV

Each line ends with the Löwdin charge.
Cartesian coordinates (Å):
C  -0.415  -0.271  -0.251  -0.067
C  0.709  0.757  -0.087  -0.384
O  1.746  0.418  -1.002  -0.376
H  -1.209  0.002  0.487  0.081
H  -0.203  -1.330  -0.056  0.067
H  -0.800  -0.206  -1.279  0.053
H  1.065  0.626  0.961  0.079
H  0.503  1.858  -0.233  0.105
O  2.399  3.079  -1.638  -0.060
H  2.145  3.699  -0.969  0.002
H  2.086  2.195  -1.385  -0.025
O  -3.701  0.383  -0.018  -0.044
H  -4.553  0.505  0.379  0.045
H  -3.485  -0.523  0.161  -0.028
O  1.140  -3.297  -0.908  -0.038
H  1.210  -2.780  -1.733  0.054
H  1.277  -2.564  -0.361  -0.047
O  3.562  1.402  1.017  -0.027
H  4.349  1.843  0.669  0.065
H  2.918  1.382  0.340  -0.041
O  -1.769  -2.941  -2.120  -0.041
H  -1.939  -3.762  -2.563  0.053
H  -1.475  -2.362  -2.856  0.054
O  4.399  -0.767  -1.919  -0.042
H  4.449  0.162  -1.984  0.003
H  3.473  -1.010  -1.866  0.007
O  2.431  -1.497  0.828  -0.064
H  3.392  -1.471  0.920  0.077
H  2.151  -0.665  0.390  -0.006
O  -2.466  -0.381  -3.571  -0.045
H  -1.953  0.257  -3.110  -0.036
H  -2.131  -0.427  -4.476  0.047
O  -1.490  2.058  -2.150  -0.039
H  -1.962  2.708  -1.598  0.057
H  -1.272  1.387  -1.512  -0.030
O  -2.632  1.953  1.986  -0.044
H  -1.939  2.513  1.634  -0.015
H  -2.999  1.497  1.262  -0.043
O  0.688  0.178  -3.442  -0.058
H  0.999  0.187  -2.514  -0.025
H  0.939  -0.705  -3.611  -0.008
O  0.948  -1.121  3.116  -0.040
H  1.387  -1.146  2.286  -0.024
H  0.645  -0.245  3.320  -0.018
O  -0.500  0.998  3.628  -0.036
H  -1.194  1.071  2.991  0.001
H  0.159  1.635  3.375  -0.021
O  -0.814  3.860  1.117  -0.047
H  -0.949  4.602  0.510  0.062
H  0.115  3.926  1.391  0.033
O  1.432  2.593  2.721  0.019
H  2.126  2.369  2.164  -0.010
H  1.636  3.227  3.358  0.046
O  -1.403  -2.050  2.437  -0.082
H  -1.369  -2.953  2.088  0.003
H  -0.493  -1.835  2.711  -0.014
O  -3.007  -2.133  0.138  -0.044
H  -2.223  -2.056  0.660  -0.022
H  -2.592  -2.220  -0.718  -0.002
O  -1.138  -4.266  0.705  -0.030
H  -1.900  -4.250  0.188  -0.008
H  -0.509  -4.068  -0.006  0.018

---

[6]
C2H4AgLiO as an isolated structure. Source: the OMol25 dataset; level of theory: wB97M-V/def2-TZVPD.

Output
Charge = 0
E = -8384.9453 eV
HOMO (spin up / spin down) = -5.42 / -8.45 eV
Spin multiplicity = 3
Energy above the lowest of the compared OMol25 structures with the same formula, charge and spin = 0.0000 eV
Kohn-Sham gap (spin up / spin down) = 4.52 / 6.87 eV

Each line ends with the Mulliken spin population.
Cartesian coordinates (Å):
O  1.722  0.989  -0.058  0.454
Li  3.380  0.579  -0.073  0.049
Ag  0.611  2.511  -0.059  1.479
C  -0.329  -0.965  0.024  -0.002
C  -1.494  -0.271  0.035  0.036
H  0.046  -1.396  -0.909  -0.002
H  0.081  -1.366  0.956  -0.002
H  -1.988  -0.022  0.979  -0.006
H  -2.028  -0.060  -0.896  -0.006

---

[7]
C2H4BaIO6P as an isolated structure. Source: the OMol25 dataset; level of theory: wB97M-V/def2-TZVPD.

Output
Charge = +2
E = -32488.6409 eV
HOMO = -16.51 eV
Kohn-Sham gap = 7.03 eV

Each line ends with the Löwdin charge.
Cartesian coordinates (Å):
O  1.095  1.121  1.914  0.194
C  1.415  0.516  0.877  -0.284
O  2.193  1.141  -0.225  -0.333
C  0.957  -1.027  0.589  -0.111
O  -0.352  -1.194  1.157  -0.167
P  -1.565  -0.684  0.073  0.523
O  -1.931  -1.875  -0.817  -0.305
O  -2.915  -0.242  1.052  -0.112
O  -1.143  0.741  -0.797  -0.909
I  -1.921  0.728  -2.668  1.064
H  1.647  0.938  -1.041  -0.126
H  1.743  -1.678  1.133  0.184
H  0.949  -1.240  -0.540  0.139
H  -2.559  0.544  1.557  0.100
Ba  2.388  2.212  -2.263  2.143

---

[8]
C2H4BiLiO2 as an isolated structure. Source: the OMol25 dataset; level of theory: wB97M-V/def2-TZVPD.

Output
Charge = +2
E = -12256.7603 eV
HOMO (spin up / spin down) = -18.05 / -18.05 eV
Energy above the lowest of the compared OMol25 structures with the same formula, charge and spin = 2.6015 eV
Kohn-Sham gap (spin up / spin down) = 6.39 / 6.39 eV

Each line ends with the Löwdin charge.
Cartesian coordinates (Å):
O  2.102  2.482  0.874  -0.437
C  -0.083  -1.435  -1.048  0.073
C  -1.046  -0.816  -0.356  -0.350
O  -0.875  0.151  0.568  -0.643
H  3.051  2.376  0.914  0.044
H  0.981  -1.251  -0.875  0.065
H  -0.357  -2.145  -1.827  0.104
H  -2.093  -1.102  -0.531  0.130
Li  -2.451  0.569  1.427  0.848
Bi  0.771  1.171  0.854  2.165

---

[9]
An isolated molecule of C2H4Br2. Source: the OMol25 dataset; level of theory: wB97M-V/def2-TZVPD.

Output
Charge = 0
E = -142223.4055 eV
HOMO = -10.34 eV
SMILES string = BrCCBr
Energy above the lowest of the compared OMol25 structures with the same formula, charge and spin = 0.5682 eV
Kohn-Sham gap = 10.72 eV

Each line ends with the Löwdin charge.
Cartesian coordinates (Å):
Br  -19.709  -16.975  14.226  0.497
C  -20.521  -17.714  12.479  -0.629
C  -21.658  -16.930  11.843  -0.647
Br  -21.265  -16.651  9.922  0.595
H  -20.707  -18.775  12.642  0.053
H  -19.688  -17.876  11.794  0.022
H  -21.911  -16.000  12.350  0.054
H  -22.554  -17.546  11.915  0.054

---

[10]
An isolated ion of composition C2H4Br2N and charge +1. Source: the OMol25 dataset; level of theory: wB97M-V/def2-TZVPD.

Output
Charge = +1
E = -143703.5439 eV
HOMO = -14.61 eV
SMILES string = BrC1(Br)C[NH2+]1
Energy above the lowest of the compared OMol25 structures with the same formula, charge and spin = 1.9023 eV
Kohn-Sham gap = 9.93 eV

Each line ends with the Löwdin charge.
Cartesian coordinates (Å):
Br  -1.141  0.390  2.158  0.860
C  0.001  -0.374  0.887  -1.142
Br  1.179  -1.930  1.040  0.775
C  -0.489  -0.244  -0.922  0.048
N  0.451  0.607  -0.095  -0.085
H  0.051  -1.035  -1.551  0.133
H  -1.313  0.262  -1.246  0.070
H  1.408  0.847  -0.351  0.180
H  -0.148  1.475  0.080  0.161